# 1
# C5H2N2O

A molecular structure, C5H2N2O in a non-equilibrium geometry (ωB97M-V/def2-TZVPD, the Open Molecules 2025 dataset).

ORCA input file:
```
! RIJCOSX wB97M-V def2-TZVPD def2/J DEFGRID3
* xyz 0 1
C 0.084 0.472 -1.653
C -1.052 -0.592 -1.451
C 0.343 -0.366 0.170
C 0.696 -0.318 1.561
C 1.079 0.197 2.805
H -2.222 -0.748 -1.908
H 1.073 0.504 3.879
N -0.971 -0.920 -0.188
N 1.010 0.516 -0.583
O -0.040 1.254 -2.633
*
```

Kohn-Sham gap ... 8.05 eV

***

# 2
# C5H2N2OS

2 unconnected molecules or ions with the total composition C5H2N2OS in a non-equilibrium geometry (ωB97M-V/def2-TZVPD, the Open Molecules 2025 dataset).

ORCA input file:
```
! RIJCOSX wB97M-V def2-TZVPD def2/J DEFGRID3
* xyz 0 1
C -0.008 -2.894 0.343
C -0.475 -1.973 -0.280
C -0.346 1.941 0.109
C 0.167 0.706 -0.137
C -0.950 -0.843 -0.930
N 1.436 0.540 0.232
N 1.953 1.565 0.744
O -1.756 -0.554 -1.737
S 0.906 2.862 0.836
H 0.394 -3.697 0.888
H -1.321 2.347 -0.068
*
```

Kohn-Sham gap ... 9.23 eV

***

# 3
# C5H2O

C5H2O in the gas phase (ωB97M-V/def2-TZVPD, the Open Molecules 2025 dataset).

ORCA input file:
```
! RIJCOSX wB97M-V def2-TZVPD def2/J DEFGRID3
* xyz 0 1
C 2.664 -0.314 0.167
C 1.595 -0.077 -0.338
C 0.286 0.150 -0.694
C -0.921 0.282 -0.722
C -2.136 0.195 0.084
O -3.278 0.439 -0.196
H 3.612 -0.520 0.612
H -1.823 -0.155 1.086
*
```

SMILES string ... C#CC#CC=O
Kohn-Sham gap ... 9.63 eV

***

# 4
# C5H2S2

2 unconnected molecules or ions with the total composition C5H2S2 in a non-equilibrium geometry (ωB97M-V/def2-TZVPD, the Open Molecules 2025 dataset).

ORCA input file:
```
! RIJCOSX wB97M-V def2-TZVPD def2/J DEFGRID3
* xyz 0 1
C 2.038 0.319 0.035
C 0.506 0.116 0.360
C -0.715 0.147 0.153
C -2.192 0.297 -0.244
C -3.308 0.110 -0.346
H 2.347 -2.182 1.199
H -4.447 0.200 -0.637
S 3.233 -0.956 -0.359
S 2.537 1.949 -0.161
*
```

Kohn-Sham gap ... 6.69 eV

***

# 5
# C5H30N2O10

10 unconnected molecules or ions with the total composition C5H30N2O10 in a non-equilibrium geometry (ωB97M-V/def2-TZVPD, the Open Molecules 2025 dataset).

ORCA input file:
```
! RIJCOSX wB97M-V def2-TZVPD def2/J DEFGRID3
* xyz 0 1
C 1.607 1.051 2.477
N 1.038 0.989 1.134
C -0.314 0.333 1.106
C -0.699 0.232 -0.454
C -1.620 -0.980 -0.788
N -1.682 -1.445 -2.239
C -3.020 -0.610 -0.300
O -4.021 -0.899 -0.935
H 1.951 2.136 2.522
H 2.341 0.219 2.671
H 0.834 1.079 3.174
H 1.684 0.480 0.558
H -0.415 -0.676 1.636
H -1.041 1.009 1.463
H 0.177 0.199 -1.181
H -1.221 1.159 -0.662
H -1.287 -1.835 -0.185
H -1.845 -0.661 -2.814
H -2.360 -2.079 -2.457
H -3.045 -0.064 0.627
O 0.303 -3.265 2.195
H 0.882 -3.295 1.416
H 0.766 -3.608 3.026
O 1.661 0.975 -3.152
H 0.900 1.590 -3.175
H 2.349 1.614 -3.122
O 1.730 -1.183 -1.180
H 0.804 -1.099 -1.424
H 2.164 -0.589 -1.772
O -1.892 -1.498 3.284
H -2.670 -1.918 3.589
H -1.301 -2.103 2.918
O -2.196 3.950 -0.273
H -1.188 3.930 -0.178
H -2.497 3.398 0.498
O 3.164 -1.801 1.186
H 2.577 -1.792 0.403
H 3.995 -1.743 0.705
O 0.362 3.270 -0.332
H 1.229 3.610 -0.347
H 0.593 2.360 0.018
O 0.031 2.943 -2.824
H 0.005 2.888 -1.820
H -0.701 3.311 -3.159
O 0.656 -3.497 -0.374
H -0.099 -3.201 -0.823
H 1.314 -2.882 -0.638
*
```

SMILES string ... CNCC[C@H](N)C=O.O.O.O.O.O.O.O.O.O
Kohn-Sham gap ... 9.99 eV

***

# 6
# C5H30N2O10

10 unconnected molecules or ions with the total composition C5H30N2O10 in a non-equilibrium geometry (ωB97M-V/def2-TZVPD, the Open Molecules 2025 dataset).

ORCA input file:
```
! RIJCOSX wB97M-V def2-TZVPD def2/J DEFGRID3
* xyz 0 1
C -0.950 -0.740 2.263
C 0.172 0.006 1.537
C 1.486 -0.292 2.261
C 2.076 -1.648 2.115
O 1.589 -2.531 1.436
N 0.151 1.475 1.481
C -0.939 2.213 0.872
N -0.417 2.933 -0.311
H -1.903 -0.214 2.316
H -1.223 -1.522 1.566
H -0.775 -1.124 3.264
H 0.190 -0.431 0.533
H 2.331 0.377 2.059
H 1.230 -0.172 3.323
H 3.109 -1.852 2.455
H 0.337 1.827 2.412
H -1.828 1.661 0.552
H -1.332 3.015 1.499
H 0.483 3.283 -0.015
H -0.424 2.452 -1.186
O -3.606 -1.245 0.884
H -3.708 -2.137 0.548
H -3.349 -0.667 0.162
O 2.571 0.858 -3.932
H 2.919 1.056 -3.063
H 2.411 -0.067 -4.120
O 2.755 3.158 0.728
H 2.759 4.106 0.631
H 3.066 2.506 0.107
O 2.731 -1.892 -2.711
H 3.183 -2.623 -2.307
H 2.357 -1.313 -2.040
O -1.116 -3.815 1.268
H -1.371 -3.947 2.185
H -0.404 -3.163 1.315
O 1.693 1.137 -1.294
H 1.139 1.164 -0.498
H 1.071 1.126 -2.028
O -1.234 -2.649 -1.212
H -1.464 -3.351 -0.576
H -0.345 -2.395 -0.947
O -3.816 -0.073 -1.822
H -2.927 0.144 -2.171
H -3.942 0.688 -1.245
O -1.719 1.429 -2.415
H -1.659 2.338 -2.738
H -1.358 0.911 -3.138
*
```

SMILES string ... C[C@H](CC=O)NCN.O.O.O.O.O.O.O.O.O
Kohn-Sham gap ... 9.19 eV

***

# 7
# C5H30N2O8

9 unconnected molecules or ions with the total composition C5H30N2O8 in a non-equilibrium geometry (ωB97M-V/def2-TZVPD, the Open Molecules 2025 dataset).

ORCA input file:
```
! RIJCOSX wB97M-V def2-TZVPD def2/J DEFGRID3
* xyz 1 2
C -2.216 0.627 -2.686
C -2.499 1.826 -1.841
N -1.535 2.145 -0.750
C -2.111 2.299 0.589
C -1.036 2.650 1.611
N 0.024 1.635 1.561
C 1.001 1.692 2.670
H -1.275 0.080 -2.467
H -3.111 0.108 -2.870
H -2.188 1.021 -3.739
H -2.536 2.857 -2.383
H -3.503 1.991 -1.502
H -0.950 2.938 -0.944
H -3.029 2.860 0.703
H -2.475 1.271 0.736
H -1.517 2.716 2.633
H -0.678 3.742 1.365
H 0.602 1.638 0.666
H 0.549 2.493 3.384
H 1.956 2.145 2.419
H 0.880 0.614 3.188
H 1.662 -2.999 1.959
H 2.553 -2.161 0.986
O 2.190 -3.002 1.108
H 0.473 -1.580 2.909
H -0.236 -3.104 2.553
O 0.410 -2.504 3.028
H 0.321 -2.158 -2.481
H 1.306 -2.170 -3.784
O 1.050 -1.812 -2.931
H -2.404 -1.663 0.152
H -1.795 -2.922 0.141
O -2.688 -2.513 0.329
H 0.669 -3.290 0.128
H -0.236 -4.562 0.285
O -0.258 -3.704 0.057
H 1.311 1.106 -1.891
H 0.775 -0.300 -1.865
O 0.676 0.550 -1.376
H 2.638 3.026 -0.709
H 1.285 2.979 -0.554
O 1.899 3.182 -1.248
H 2.760 -0.339 0.022
H 4.189 -0.832 -0.344
O 3.439 -1.012 0.229
*
```

Kohn-Sham gap (alpha / beta) ... 9.94 / 5.42 eV

***

# 8
# C5H30N2O9

9 unconnected molecules or ions with the total composition C5H30N2O9 in a non-equilibrium geometry (ωB97M-V/def2-TZVPD, the Open Molecules 2025 dataset).

ORCA input file:
```
! RIJCOSX wB97M-V def2-TZVPD def2/J DEFGRID3
* xyz 0 1
C -0.879 2.092 -2.019
C -0.918 0.708 -1.433
C -1.627 -0.238 -2.438
C -1.325 -1.725 -2.205
O -1.290 -2.096 -0.802
N 0.454 0.258 -1.257
C 1.062 0.410 0.120
N 1.599 1.808 0.249
H -0.440 2.843 -1.321
H -0.299 2.114 -2.900
H -1.872 2.421 -2.225
H -1.473 0.619 -0.493
H -2.741 -0.117 -2.457
H -1.254 -0.077 -3.407
H -0.256 -1.866 -2.410
H -2.016 -2.433 -2.683
H -0.613 -1.539 -0.411
H 0.970 0.613 -2.090
H 0.164 0.282 0.755
H 1.711 -0.406 0.338
H 2.043 2.078 -0.592
H 0.782 2.408 0.404
O -2.528 3.647 2.567
H -1.570 3.645 2.415
H -2.746 2.688 2.498
O 4.231 -0.397 -1.364
H 3.471 -0.736 -1.833
H 4.674 -1.005 -0.784
O 0.041 2.129 2.538
H 0.876 2.439 2.956
H -0.257 1.337 3.011
O -2.760 -2.019 1.834
H -2.928 -1.355 1.153
H -2.626 -2.851 1.378
O 2.500 1.912 -2.771
H 3.445 2.064 -2.740
H 2.341 1.202 -3.364
O -1.397 -0.329 3.692
H -1.669 -0.891 2.968
H -1.282 -0.867 4.495
O 1.120 -3.863 0.857
H 0.268 -3.449 0.630
H 1.100 -4.797 0.703
O 1.031 -2.266 3.044
H 1.186 -2.810 2.243
H 1.698 -1.582 3.152
*
```

SMILES string ... C[C@@H](CCO)NCN.O.O.O.O.O.O.O.O
Kohn-Sham gap ... 8.47 eV

***

# 9
# C5H30N6O11

10 unconnected molecules or ions with the total composition C5H30N6O11 in a non-equilibrium geometry (ωB97M-V/def2-TZVPD, the Open Molecules 2025 dataset).

ORCA input file:
```
! RIJCOSX wB97M-V def2-TZVPD def2/J DEFGRID3
* xyz 0 1
N 1.626 1.314 -5.105
C 0.371 1.392 -4.787
N 0.032 0.372 -3.975
O -0.345 2.287 -5.106
H 1.897 1.988 -5.806
H 2.205 0.528 -4.857
H 0.707 -0.322 -3.696
H -0.924 0.262 -3.676
N -2.288 -3.045 2.664
C -1.780 -1.901 2.238
N -2.626 -1.158 1.616
O -0.574 -1.727 2.256
H -1.717 -3.695 3.180
H -3.295 -3.017 2.643
H -3.631 -1.180 1.674
H -2.259 -0.457 0.988
N 0.363 -4.351 -1.992
C -0.340 -3.900 -0.958
N 0.232 -2.869 -0.365
O -1.251 -4.545 -0.485
H 0.010 -5.147 -2.501
H 1.004 -3.721 -2.448
H 0.002 -2.677 0.600
H 1.060 -2.463 -0.774
O -1.369 1.545 0.381
C -0.285 0.733 -0.104
C 0.967 1.107 0.820
O 0.632 0.828 2.190
H -1.095 1.978 1.197
H -0.541 -0.316 0.039
H -0.015 1.111 -1.089
H 1.164 2.179 0.787
H 1.910 0.600 0.614
H 0.371 -0.098 2.257
O -0.539 3.077 3.093
H 0.269 2.583 2.922
H -0.841 2.757 3.944
O -3.008 3.561 -0.730
H -2.703 2.848 -0.161
H -3.936 3.371 -0.880
O 1.846 -2.194 4.645
H 2.724 -2.578 4.673
H 1.752 -1.867 3.748
O 2.359 2.117 -1.934
H 2.215 2.000 -2.875
H 1.679 2.736 -1.662
O -0.734 5.671 2.071
H 0.052 5.892 1.570
H -0.653 4.729 2.250
O 3.008 -2.126 -0.078
H 2.664 -2.678 0.628
H 3.626 -1.535 0.357
*
```

SMILES string ... NC(N)=O.NC(N)=O.NC(N)=O.OCCO.O.O.O.O.O.O
Kohn-Sham gap ... 9.81 eV